1.
Entry from OMol25: a 7-piece molecular cluster, C19H26N2O15 overall at a distorted geometry (the ωB97M-V functional and the def2-TZVPD basis).

ORCA input file:
```
! wB97M-V def2-TZVPD RIJCOSX def2/J DEFGRID3
* xyz 0 1
C 7.690 7.148 13.234
C 8.470 7.596 11.975
O 9.704 6.848 12.060
C 9.574 5.894 13.017
O 10.369 4.984 13.184
O 8.383 5.945 13.595
H 6.672 6.855 13.000
H 7.669 7.894 14.029
H 8.693 8.634 12.052
H 7.956 7.314 11.063
C 13.094 6.160 12.790
C 13.334 5.628 14.184
O 13.541 6.846 14.961
C 13.033 7.872 14.302
O 12.804 8.894 14.846
O 12.776 7.583 13.016
H 12.254 5.737 12.209
H 13.975 6.137 12.158
H 14.231 5.025 14.347
H 12.478 5.168 14.683
C 5.515 11.936 14.490
C 4.680 11.519 13.317
O 4.456 12.799 12.606
C 5.600 13.503 12.837
O 5.969 14.471 12.239
O 6.232 13.025 13.912
H 6.117 11.141 14.858
H 4.829 12.305 15.215
H 3.732 11.048 13.628
H 5.120 10.871 12.577
C 9.195 11.666 14.088
C 9.762 12.786 13.227
O 8.751 12.942 12.246
C 8.109 11.764 12.194
O 7.258 11.548 11.354
O 8.401 10.924 13.145
H 8.636 12.045 14.923
H 10.045 11.048 14.437
H 10.678 12.611 12.759
H 9.740 13.705 13.848
C 9.516 12.509 8.290
C 9.804 11.273 7.384
O 9.855 10.280 8.421
C 9.954 10.758 9.636
O 10.021 10.154 10.634
O 9.985 12.180 9.511
H 8.417 12.706 8.341
H 10.056 13.402 7.902
H 10.674 11.291 6.730
H 8.853 11.023 6.853
C 5.216 13.070 9.327
C 5.473 12.433 8.026
N 5.821 11.802 7.139
H 5.018 12.417 10.199
H 4.504 13.834 9.223
H 6.159 13.475 9.690
C 13.238 10.612 17.495
C 11.981 10.900 16.785
N 11.059 11.352 16.252
H 12.969 10.580 18.576
H 14.051 11.323 17.373
H 13.511 9.664 17.255
*
```

The highest occupied orbital energy comes out at -10.70 eV. The SMILES is O=C1OCCO1.O=C1OCCO1.O=C1OCCO1.O=C1OCCO1.O=C1OCCO1.CC#N.CC#N.

***

2.
Entry from OMol25: a 2-piece molecular cluster, C4H8O2 overall (the ωB97M-V functional and the def2-TZVPD basis).

ORCA input file:
```
! wB97M-V def2-TZVPD RIJCOSX def2/J DEFGRID3
* xyz 0 1
C 1.340 0.350 -0.814
C 0.653 -0.780 -0.995
O -0.257 -1.269 -0.093
C -0.126 -0.638 1.171
C 0.008 0.869 0.996
O 1.182 1.177 0.264
H 2.083 0.701 -1.519
H -2.451 0.436 -1.670
H -2.162 -0.154 -1.320
H 0.761 -1.401 -1.875
H 0.765 -1.027 1.683
H -1.017 -0.893 1.749
H 0.093 1.375 1.961
H -0.871 1.254 0.462
*
```

The highest occupied orbital energy comes out at -8.35 eV. The SMILES is C1=COCCO1.[H][H].

***

3.
Entry from OMol25: C56H41BeI4N5 as an isolated structure (the ωB97M-V functional and the def2-TZVPD basis).

ORCA input file:
```
! wB97M-V def2-TZVPD RIJCOSX def2/J DEFGRID3
* xyz -2 1
Be 0.095 -0.307 0.087
I -5.723 -7.576 -1.572
C -4.284 -6.064 -1.322
C -2.942 -6.379 -1.442
C -1.999 -5.373 -1.286
C -2.376 -4.061 -1.007
C -3.738 -3.779 -0.889
C -4.696 -4.770 -1.047
C -1.379 -2.970 -0.849
C -1.430 -1.903 -1.738
C -2.271 -1.903 -2.916
C -1.788 -0.937 -3.718
C -0.668 -0.331 -3.020
C 0.096 0.680 -3.632
C -0.100 0.924 -5.083
C 0.033 -0.115 -6.007
C -0.108 0.101 -7.370
C -0.386 1.381 -7.823
I -0.586 1.726 -9.886
C -0.537 2.433 -6.937
C -0.398 2.195 -5.577
C 1.036 1.454 -2.953
N 1.257 1.338 -1.631
C 2.199 2.245 -1.324
C 2.714 2.395 -0.037
C 3.676 3.504 0.179
C 4.980 3.275 0.624
C 5.895 4.309 0.764
C 5.504 5.601 0.452
I 6.881 7.176 0.650
C 4.217 5.871 0.018
C 3.317 4.822 -0.111
C 2.434 1.515 1.023
C 2.999 1.740 2.339
C 2.772 0.626 3.059
C 2.028 -0.264 2.198
N 1.767 0.327 0.989
C 1.781 -1.602 2.495
C 1.028 -2.442 1.674
C 0.648 -3.795 1.999
C -0.268 -4.172 1.077
C -0.434 -3.059 0.178
N 0.367 -2.026 0.558
C 2.337 -2.170 3.751
C 3.252 -3.223 3.704
C 3.794 -3.769 4.859
C 3.418 -3.249 6.086
I 4.234 -4.059 7.845
C 2.508 -2.208 6.172
C 1.973 -1.680 5.005
C 2.644 2.958 -2.519
C 1.925 2.454 -3.541
N -0.511 -0.887 -1.791
H -2.632 -7.391 -1.666
H -0.947 -5.606 -1.399
H -4.040 -2.767 -0.653
H -5.746 -4.532 -0.945
H -3.091 -2.573 -3.117
H -2.163 -0.632 -4.682
H 0.260 -1.109 -5.643
H 0.008 -0.718 -8.067
H -0.771 3.426 -7.297
H -0.547 3.005 -4.875
H 5.288 2.262 0.849
H 6.902 4.103 1.100
H 3.914 6.882 -0.214
H 2.301 5.027 -0.423
H 3.492 2.641 2.664
H 3.093 0.430 4.069
H 0.996 -4.367 2.844
H -0.803 -5.106 1.036
H 3.549 -3.613 2.738
H 4.509 -4.578 4.798
H 2.209 -1.815 7.134
H 1.241 -0.885 5.063
H 3.418 3.708 -2.579
H 1.997 2.724 -4.583
C -0.425 3.503 0.448
C -1.829 3.226 -0.083
C -1.793 2.663 -1.503
C -2.637 2.344 0.847
C -3.862 2.853 1.242
C -4.713 2.207 2.138
C -4.229 1.027 2.693
C -3.013 0.464 2.344
C -2.634 -0.808 3.079
C -1.230 -0.746 3.671
C -2.814 -2.025 2.173
C -2.165 1.017 1.281
N -1.118 0.393 0.801
H 0.074 4.272 -0.156
H 0.166 2.593 0.417
H -0.471 3.848 1.485
H -2.350 4.191 -0.121
H -1.305 1.691 -1.478
H -1.236 3.319 -2.185
H -2.808 2.537 -1.888
H -4.162 3.821 0.843
H -5.670 2.628 2.423
H -4.825 0.519 3.451
H -3.335 -0.909 3.916
H -0.536 -0.421 2.895
H -0.920 -1.723 4.056
H -1.200 -0.019 4.489
H -2.272 -1.848 1.244
H -3.874 -2.161 1.940
H -2.436 -2.948 2.631
*
```

The highest occupied orbital energy comes out at -0.13 eV.

***

4.
Entry from OMol25: a 4-piece molecular cluster, C3H8N4O overall at a distorted geometry (the ωB97M-V functional and the def2-TZVPD basis).

ORCA input file:
```
! wB97M-V def2-TZVPD RIJCOSX def2/J DEFGRID3
* xyz 0 1
C -0.036 -0.945 0.116
C 0.088 0.617 -0.017
C -0.356 1.827 0.951
H -0.923 -3.422 1.745
H -0.920 -3.353 0.176
H -0.242 -1.311 -0.953
H -0.308 1.688 2.145
H -1.368 2.090 1.001
H -0.169 3.002 -0.753
H 2.526 -0.351 -1.039
H 1.268 0.579 -2.941
N -1.123 -2.720 0.873
N -0.532 -1.500 1.091
N 0.604 0.969 -1.117
N 1.106 -0.242 -1.738
O 0.383 3.075 0.460
*
```

The highest occupied orbital energy comes out at -8.87 eV.

***

5.
Entry from OMol25: C3H4O3 as an isolated structure (the ωB97M-V functional and the def2-TZVPD basis).

ORCA input file:
```
! wB97M-V def2-TZVPD RIJCOSX def2/J DEFGRID3
* xyz 0 1
O -0.104 -1.281 -0.513
C 0.146 0.151 -0.597
C 1.028 -0.444 0.420
O 0.500 -0.743 1.564
C -0.992 1.044 -0.173
O -1.198 2.101 -0.715
H -0.308 -1.279 0.732
H 0.574 0.437 -1.557
H 2.078 -0.649 0.194
H -1.609 0.680 0.670
*
```

The highest occupied orbital energy comes out at -10.17 eV.

***

6.
Entry from OMol25: C27H34IO6P2S2Ti as an isolated structure (the ωB97M-V functional and the def2-TZVPD basis).

ORCA input file:
```
! wB97M-V def2-TZVPD RIJCOSX def2/J DEFGRID3
* xyz 0 2
Ti -0.356 -0.796 -0.849
C -2.743 -5.014 1.954
C -3.631 -3.901 1.440
O -3.675 -3.888 0.000
P -2.705 -2.948 -0.854
S -2.853 -1.037 -0.261
S -0.793 -3.452 -0.836
O -3.279 -3.170 -2.307
C -4.564 -2.628 -2.690
C -4.355 -1.538 -3.713
H -2.758 -5.022 3.045
H -1.717 -4.875 1.615
H -3.097 -5.981 1.596
H -3.296 -2.923 1.794
H -4.663 -4.044 1.756
H -5.083 -2.245 -1.809
H -5.135 -3.465 -3.090
H -3.752 -0.735 -3.290
H -5.318 -1.132 -4.027
H -3.837 -1.934 -4.586
C -0.811 -0.196 2.293
O 0.024 -0.806 1.314
C 0.849 -1.854 1.802
C 2.049 -1.964 0.880
O 1.608 -1.828 -0.461
C 2.628 -2.103 -1.418
H -1.512 -0.926 2.705
H -1.368 0.592 1.793
H -0.193 0.233 3.086
H 0.280 -2.786 1.825
H 1.193 -1.607 2.810
H 2.523 -2.941 1.017
H 2.777 -1.175 1.099
H 2.813 -3.179 -1.459
H 3.548 -1.579 -1.146
H 2.270 -1.751 -2.382
O -1.030 1.232 -0.734
C 0.169 1.598 -0.648
O 1.070 0.706 -0.759
C 0.567 3.008 -0.419
C 0.011 4.000 -1.220
C 0.452 5.305 -1.099
C 1.440 5.622 -0.178
C 1.973 4.642 0.643
C 1.538 3.323 0.549
P 2.158 2.015 1.689
C 2.092 2.874 3.309
C 2.816 2.303 4.360
C 2.720 2.802 5.648
C 1.874 3.871 5.917
C 1.129 4.427 4.889
C 1.235 3.933 3.595
C 3.941 2.097 1.246
C 4.910 2.840 1.915
C 6.221 2.855 1.459
C 6.578 2.139 0.327
C 5.616 1.406 -0.353
C 4.309 1.378 0.106
H -0.748 3.725 -1.941
H 0.034 6.077 -1.731
H 1.796 6.641 -0.096
H 2.730 4.904 1.374
H 3.471 1.461 4.161
H 3.301 2.355 6.444
H 1.792 4.261 6.923
H 0.459 5.253 5.090
H 0.644 4.382 2.804
H 4.646 3.410 2.797
H 6.966 3.435 1.991
H 7.600 2.157 -0.028
H 5.885 0.855 -1.247
H 3.547 0.824 -0.436
I -0.272 -0.726 -3.562
*
```

The highest occupied orbital energy (alpha / beta) comes out at -7.60 / -7.90 eV. As for the expectation value of S²: 0.75.

***

7.
Entry from OMol25: one molecule with the formula C4H10O2 (the ωB97M-V functional and the def2-TZVPD basis).

ORCA input file:
```
! wB97M-V def2-TZVPD RIJCOSX def2/J DEFGRID3
* xyz 0 1
C 0.196 1.723 -1.418
C 0.774 0.778 -0.363
C -0.326 -0.035 0.314
O -1.095 -0.662 -0.691
C 0.177 -1.138 1.256
O -0.916 -2.024 1.527
H 0.985 2.253 -1.961
H -0.396 1.154 -2.139
H -0.463 2.471 -0.961
H 1.491 0.094 -0.836
H 1.325 1.347 0.398
H -0.960 0.658 0.895
H -1.630 -1.307 -0.198
H 0.533 -0.735 2.213
H 1.002 -1.681 0.776
H -0.696 -2.898 1.187
*
```

The highest occupied orbital energy comes out at -10.08 eV. The SMILES is CC[C@@H](O)CO.

***

8.
Entry from OMol25: a 2-piece molecular cluster, CH5O2P overall at a distorted geometry (the ωB97M-V functional and the def2-TZVPD basis).

ORCA input file:
```
! wB97M-V def2-TZVPD RIJCOSX def2/J DEFGRID3
* xyz 0 1
C -0.492 0.329 -1.247
O 0.209 1.434 -1.503
O 0.302 0.004 2.431
P 1.143 -0.944 1.316
H -0.459 -0.554 -1.862
H -0.849 0.163 -0.268
H 0.608 1.399 -2.304
H -0.556 0.171 2.024
H 0.095 -2.001 1.414
*
```

The highest occupied orbital energy (alpha / beta) comes out at -7.58 / -8.08 eV.

***

9.
Entry from OMol25: one molecule with the formula C3H3N3O at a distorted geometry (the ωB97M-V functional and the def2-TZVPD basis).

ORCA input file:
```
! wB97M-V def2-TZVPD RIJCOSX def2/J DEFGRID3
* xyz 0 1
C -0.946 -1.149 0.008
C -0.794 1.048 -0.177
C 1.442 0.356 0.234
H -1.556 -2.226 0.043
H -1.360 2.073 -0.515
H 2.386 0.835 0.780
N -1.360 0.012 0.432
N 0.505 1.300 -0.394
N 1.368 -0.917 0.148
O 0.316 -1.332 -0.559
*
```

The highest occupied orbital energy comes out at -9.89 eV. The SMILES is C1=NC=NOC=N1.

***

10.
Entry from OMol25: an isolated ion of composition H2N3O2S and charge -1 at a distorted geometry (the ωB97M-V functional and the def2-TZVPD basis).

ORCA input file:
```
! wB97M-V def2-TZVPD RIJCOSX def2/J DEFGRID3
* xyz -1 1
N -0.489 1.589 0.018
N -0.358 0.338 0.076
N 0.825 -0.227 0.033
O -1.371 -0.485 0.164
O 0.770 -1.691 0.019
S 2.358 0.448 0.085
H -1.481 1.684 -0.168
H -0.254 -1.656 -0.227
*
```

The highest occupied orbital energy (alpha / beta) comes out at -2.83 / -2.83 eV. The SMILES is [H]/N=[N+](\[O-])N(O)[S-].

***

11.
Entry from OMol25: one molecule with the formula C3H4N2O at a distorted geometry (the ωB97M-V functional and the def2-TZVPD basis).

ORCA input file:
```
! wB97M-V def2-TZVPD RIJCOSX def2/J DEFGRID3
* xyz 0 1
O -1.188 2.016 0.507
C -0.657 0.931 0.325
C -1.046 -0.407 0.335
N 0.022 -1.248 -0.052
C 1.105 -0.464 -0.259
N 0.767 0.791 -0.013
H -1.965 -0.877 0.638
H -0.506 -1.536 -0.882
H 2.091 -0.804 -0.550
H 1.378 1.596 -0.048
*
```

The highest occupied orbital energy (alpha / beta) comes out at -7.58 / -7.58 eV.

***

12.
Entry from OMol25: a 2-piece molecular cluster, C5H12N3O overall at a distorted geometry (the ωB97M-V functional and the def2-TZVPD basis).

ORCA input file:
```
! wB97M-V def2-TZVPD RIJCOSX def2/J DEFGRID3
* xyz 1 1
C 2.454 1.748 0.491
C 2.098 0.379 -0.068
C 0.536 0.315 -0.174
C 0.130 -1.159 -0.343
C -1.366 -1.422 -0.660
N -2.767 -0.443 1.095
N -3.729 0.817 -0.469
N -1.916 -1.197 0.667
O -4.624 1.302 0.056
H 2.483 1.496 1.494
H 3.257 2.100 -0.011
H 1.666 2.526 0.289
H 2.593 -0.342 0.520
H 2.494 0.289 -1.012
H 0.345 1.056 -0.910
H 0.235 0.658 0.719
H 0.535 -1.663 0.450
H 0.524 -1.655 -1.276
H -1.381 -2.383 -1.082
H -1.997 -0.691 -1.241
H -1.569 -1.733 1.465
*
```

The highest occupied orbital energy comes out at -14.04 eV.

***

Listing DFT total energy for the structures above in their given order: -53816.1779; -8370.4419; -98995.7803; -11237.1059; -9314.5500; -112306.5475; -8404.8641; -14498.1097; -9672.6542; -19428.9952; -8201.7720; -11883.7903 eV.